Record 1
ORCA calculation (ωB97M-V/def2-TZVPD) on 9 unconnected molecules or ions with the total composition C25H68N2O9 in a non-equilibrium geometry.

Structure (XYZ):
```
104
C25H68N2O9 | OMol25 | ωB97M-V/def2-TZVPD
N 14.1530 4.7830 -22.4430
C 13.5340 4.6890 -23.5600
N 12.2790 5.0540 -23.5110
O 14.0670 4.1840 -24.6940
H 15.1040 4.4210 -22.4780
H 13.8030 5.1560 -21.6470
H 11.7800 5.1820 -24.4410
H 11.8200 5.1890 -22.6150
C 18.6280 4.1750 -21.9190
C 17.6390 3.1580 -21.3730
C 17.8990 2.8260 -19.9130
O 16.4260 3.3940 -21.5840
H 18.4650 4.4240 -22.9530
H 19.5940 3.6640 -21.8470
H 18.5950 5.1330 -21.4730
H 17.8860 2.3160 -21.9240
H 17.7720 3.7140 -19.3620
H 18.8310 2.2880 -19.9550
H 17.0960 2.0780 -19.5390
H 15.9210 2.5640 -21.5270
C 9.0750 4.8300 -19.9480
C 10.5420 4.6290 -20.2740
C 10.9460 3.3240 -20.9600
O 11.0800 5.6210 -20.8500
H 8.9990 5.5850 -19.2320
H 8.6880 4.0370 -19.3370
H 8.5000 4.9510 -20.8400
H 11.0740 4.5550 -19.3290
H 10.8840 3.3610 -22.0510
H 10.2730 2.5260 -20.7030
H 11.9500 3.1170 -20.8930
H 11.1120 6.3520 -20.2200
C 12.8040 9.8130 -22.1850
C 12.7810 8.4600 -22.8740
C 13.6270 8.4500 -24.1260
O 13.1320 7.5470 -22.1200
H 12.6870 10.5950 -22.8780
H 13.6560 10.1240 -21.5480
H 11.8560 9.9790 -21.5880
H 11.7220 8.3190 -23.2180
H 13.6450 9.2950 -24.8700
H 13.1420 7.5490 -24.6700
H 14.6600 8.1540 -23.9750
H 12.9350 6.6980 -22.5690
C 13.6330 1.2150 -22.0500
C 14.8510 0.4290 -22.3220
C 15.3940 0.6930 -23.7200
O 15.7440 0.6560 -21.4730
H 13.1490 0.7980 -21.1390
H 12.9460 1.1360 -22.9200
H 13.9030 2.2560 -22.0080
H 14.4890 -0.5850 -22.2940
H 14.6740 0.2510 -24.4860
H 16.3950 0.2500 -24.0810
H 15.4430 1.7570 -24.0920
H 16.2800 -0.0490 -21.4700
C 14.4740 3.3580 -19.0800
C 14.7970 4.7160 -18.3720
C 14.0450 5.8540 -19.0370
O 14.4190 4.7650 -17.2080
H 14.6600 3.3350 -20.1430
H 13.4670 3.1150 -18.9750
H 15.1360 2.6830 -18.6290
H 15.8450 4.8810 -18.5090
H 14.3170 6.0460 -20.0130
H 14.1700 6.8030 -18.5660
H 12.9900 5.5960 -18.9140
H 14.5660 5.7270 -16.9470
C 17.2840 8.9250 -20.0310
C 16.1440 8.5320 -20.9530
C 16.3360 7.1670 -21.6170
O 15.0380 8.5130 -20.3320
H 17.1640 8.3380 -19.1540
H 17.3180 9.9880 -19.9480
H 18.2690 8.7030 -20.4880
H 15.9180 9.3160 -21.5630
H 17.2770 7.0170 -22.0930
H 15.5580 6.8460 -22.2770
H 16.3480 6.3850 -20.8140
H 14.2900 8.2410 -20.8810
C 11.3970 1.9760 -24.7360
C 10.4490 1.8950 -25.8970
C 10.4300 0.5220 -26.4840
O 9.2930 2.1680 -25.5750
H 11.1900 2.8770 -24.1080
H 12.3810 2.1460 -25.2020
H 11.3160 1.1670 -23.9890
H 10.8220 2.5670 -26.6930
H 9.6920 0.5630 -27.3170
H 10.0400 -0.1480 -25.7010
H 11.2850 0.1130 -26.9320
H 9.0320 1.5790 -24.8960
C 9.0400 5.2440 -24.2170
C 9.7260 5.7840 -25.4710
C 9.9010 7.3350 -25.4520
O 10.7320 5.1440 -25.9030
H 8.6190 4.2670 -24.2230
H 8.2200 5.9100 -23.9340
H 9.7200 5.1730 -23.3880
H 8.8900 5.6140 -26.1950
H 10.8570 7.7100 -25.0940
H 9.2050 7.7640 -24.7130
H 9.5020 7.8280 -26.3660
H 10.4080 4.2930 -26.1030
```

**HOMO energy**: -0.3300 Eh
**Orbital gap**: 9.48 eV
**Energy above the lowest of the compared OMol25 structures with the same formula, charge and spin**: 10.974 eV
**SMILES**: NC(N)=O.CC(C)O.CC(C)O.CC(C)O.CC(C)O.CC(C)O.CC(C)O.CC(C)O.CC(C)O

Here are the Löwdin charges for atoms 1 to 99, given in e: N 0.21; C -0.64; N 0.16; O -0.09; H 0.11; H 0.05; H 0.11; H 0.07; C -0.02; C -0.64; C -0.01; O -0.03; H 0.08; H 0.09; H 0.05; H 0.11; H 0.06; H 0.08; H 0.10; H 0.07; C -0.01; C -0.60; C 0.00; O -0.01; H 0.06; H 0.08; H 0.08; H 0.12; H 0.06; H 0.09; H 0.02; H 0.14; C -0.02; C -0.66; C -0.02; O -0.02; H 0.06; H 0.09; H 0.10; H 0.14; H 0.10; H 0.09; H 0.07; H 0.08; C -0.03; C -0.65; C -0.04; O 0.06; H 0.11; H 0.07; H 0.05; H 0.14; H 0.09; H 0.10; H 0.09; H 0.08; C 0.01; C -0.63; C -0.03; O 0.04; H 0.04; H 0.06; H 0.06; H 0.12; H 0.02; H 0.08; H 0.09; H 0.16; C -0.01; C -0.60; C -0.02; O -0.03; H 0.07; H 0.07; H 0.09; H 0.10; H 0.06; H 0.04; H 0.09; H 0.06; C -0.04; C -0.70; C -0.03; O 0.04; H 0.06; H 0.10; H 0.08; H 0.16; H 0.10; H 0.10; H 0.06; H 0.11; C -0.04; C -0.58; C -0.01; O 0.02; H 0.06; H 0.09; H 0.04

Record 2
ORCA calculation (ωB97M-V/def2-TZVPD) on 8 unconnected molecules or ions with the total composition C25H68N5O14 in a non-equilibrium geometry.

Structure (XYZ):
```
112
C25H68N5O14 | OMol25 | ωB97M-V/def2-TZVPD
C 3.2772 2.2399 6.3099
C 3.3920 3.4240 5.3527
C 2.4346 3.3063 4.1570
N 3.1578 3.6189 2.8882
N 2.6972 2.8497 1.8073
C 2.9951 1.6018 1.6338
N 3.7352 0.9568 2.6023
C 3.2588 -0.3974 2.9382
C 2.0519 -0.7721 2.1081
C 2.3071 -0.4364 0.6512
N 2.5397 1.0076 0.5051
C 3.2885 1.3881 -0.7284
C 4.8217 1.4379 -0.6167
C 5.3565 2.8693 -0.7643
C 6.7421 3.0647 -0.1994
N 7.5133 3.9902 -1.0483
H 3.3652 2.5740 7.3337
H 2.3215 1.7322 6.2320
H 4.0731 1.5258 6.1490
H 4.3910 3.4803 4.9563
H 3.1444 4.3311 5.8859
H 2.1102 2.2786 4.1122
H 1.5451 3.9152 4.2797
H 2.9283 4.5777 2.6484
H 2.1296 3.2709 1.0735
H 4.7253 0.9958 2.3970
H 2.9809 -0.4295 3.9860
H 4.0605 -1.1138 2.8025
H 1.2078 -0.1608 2.4265
H 1.7722 -1.8043 2.2525
H 1.3890 -0.6548 0.1171
H 3.0745 -1.0544 0.1904
H 3.0334 0.6376 -1.4615
H 2.8787 2.3095 -1.1221
H 5.2026 0.9416 0.2678
H 5.2125 0.8843 -1.4570
H 5.4311 3.0698 -1.8275
H 4.6546 3.6038 -0.3863
H 7.2989 2.1364 -0.1697
H 6.6807 3.4741 0.8098
H 7.0962 4.9160 -1.0089
H 8.4350 4.1154 -0.6409
C -0.7600 1.5246 -2.1570
C -1.2463 2.1666 -0.8781
O -0.2263 3.0423 -0.3518
O 0.4430 0.8042 -1.9059
H -1.4979 0.8330 -2.5559
H -0.5578 2.2942 -2.9139
H -1.4207 1.4078 -0.1160
H -2.1692 2.7272 -1.0428
H -0.1711 3.8038 -0.9417
H 0.9313 1.3316 -1.2597
C -5.7676 -0.4843 -3.0047
C -4.4364 -0.2269 -2.3344
O -3.9111 1.0308 -2.7830
O -5.6248 -0.4812 -4.4158
H -6.1651 -1.4548 -2.7084
H -6.4887 0.2955 -2.7218
H -3.7115 -0.9861 -2.6280
H -4.5316 -0.2255 -1.2432
H -4.4650 1.7269 -2.4044
H -4.9916 0.2174 -4.6349
C -0.3458 -2.9409 -4.9519
C -1.7314 -2.5120 -4.5107
O -1.8199 -2.5710 -3.0792
O -0.0625 -4.2546 -4.4947
H -0.2657 -2.9378 -6.0389
H 0.4045 -2.2496 -4.5405
H -2.4801 -3.2027 -4.8936
H -1.9663 -1.5015 -4.8610
H -1.2654 -1.8634 -2.7273
H -0.4488 -4.3192 -3.6081
C -2.7233 3.8883 -5.3295
C -3.5581 4.9068 -4.5843
O -3.4269 4.7042 -3.1684
O -3.1310 2.5770 -4.9753
H -2.8407 4.0021 -6.4067
H -1.6601 4.0153 -5.0759
H -4.6123 4.7681 -4.8158
H -3.2678 5.9286 -4.8429
H -2.5359 4.9782 -2.9220
H -3.3415 2.6027 -4.0320
C 2.0000 -4.4410 0.3609
C 1.0460 -3.6912 -0.5448
O 0.1970 -4.6081 -1.2272
O 2.7889 -5.3526 -0.3825
H 2.6795 -3.7509 0.8679
H 1.4330 -4.9994 1.1180
H 1.6026 -3.1516 -1.3131
H 0.4334 -2.9856 0.0235
H -0.4066 -4.9933 -0.5799
H 2.2098 -5.7240 -1.0633
C -1.7494 -1.4887 1.9209
C -2.8128 -1.6347 2.9864
O -2.1937 -1.7142 4.2745
O -0.8486 -2.5894 1.9777
H -2.1924 -1.4681 0.9242
H -1.1829 -0.5573 2.0772
H -3.3584 -2.5655 2.8451
H -3.5219 -0.8021 2.9610
H -1.8392 -0.8438 4.4909
H -0.7436 -2.7991 2.9177
C -5.7740 -6.1485 3.2260
C -5.9996 -4.6699 3.4558
O -5.3692 -3.9085 2.4169
O -4.3848 -6.4402 3.1766
H -6.2120 -6.7349 4.0329
H -6.2338 -6.4556 2.2771
H -5.5297 -4.3586 4.3875
H -7.0665 -4.4345 3.4981
H -5.8654 -4.0536 1.6023
H -3.9698 -5.7029 2.7091
```

**HOMO energy**: -0.4192 Eh
**Orbital gap**: 8.41 eV
**Total charge**: +1

Here are the Löwdin charges for atoms 1 to 99, given in e: C -0.10; C -0.23; C -0.18; N 0.01; N 0.14; C -0.32; N 0.10; C -0.15; C -0.15; C -0.13; N -0.04; C -0.13; C -0.15; C -0.21; C -0.30; N -0.01; H 0.07; H 0.07; H 0.07; H 0.10; H 0.10; H 0.09; H 0.12; H 0.13; H 0.17; H 0.15; H 0.11; H 0.13; H 0.12; H 0.11; H 0.11; H 0.14; H 0.12; H 0.12; H 0.10; H 0.12; H 0.12; H 0.10; H 0.11; H 0.11; H 0.07; H 0.07; C -0.22; C -0.21; O -0.09; O -0.08; H 0.10; H 0.12; H 0.12; H 0.12; H 0.09; H 0.02; C -0.24; C -0.21; O -0.11; O -0.05; H 0.12; H 0.12; H 0.10; H 0.12; H 0.10; H 0.08; C -0.25; C -0.22; O -0.09; O -0.07; H 0.12; H 0.11; H 0.13; H 0.12; H 0.07; H 0.06; C -0.25; C -0.22; O -0.08; O -0.08; H 0.13; H 0.11; H 0.13; H 0.12; H 0.08; H 0.03; C -0.25; C -0.25; O -0.06; O -0.05; H 0.11; H 0.12; H 0.13; H 0.09; H 0.10; H 0.09; C -0.24; C -0.22; O -0.06; O -0.08; H 0.12; H 0.10; H 0.10